[1]
Below is 8 unconnected molecules or ions with the total composition C45H112NO29P7 in a non-equilibrium geometry, with properties calculated with ωB97M-V/def2-TZVPD.

Properties
LUMO energy ... 0.470 eV
Gap between HOMO and LUMO ... 9.55 eV
Energy relative to the best compared isomer or geometry (same formula, charge and spin) ... 0.0 kcal per mole
Maximum force ... 0.0555 hartree/bohr
HOMO level ... -9.082 eV
SMILES string ... CCOP(=O)(OCC)OCC.CCOP(=O)(OCC)OCC.CCOP(=O)(OCC)OCC.CCOP(=O)(OCC)OCC.CCOP(=O)(OCC)OCC.CCOP(=O)(OCC)OCC.CCOP(=O)(OCC)OCC.CN(C)C=O

Last column: Mulliken charge in e.
Element x y z (Å)
C (9.05048, -37.43144, 8.00605)  -0.65
C (9.96615, -37.72505, 6.79861)  -0.49
O (9.74222, -36.73271, 5.80840)  -0.21
P (10.58534, -35.38647, 5.71653)  1.04
O (12.02152, -35.64108, 5.66485)  -0.84
O (10.05699, -34.72120, 4.36409)  -0.56
C (8.63735, -34.53673, 4.21105)  1.23
C (8.36120, -34.15843, 2.77120)  -1.26
O (10.02906, -34.50038, 6.93116)  -0.09
C (10.20718, -33.07931, 6.85840)  0.39
C (11.52925, -32.65487, 7.40210)  -1.51
H (9.28405, -38.15986, 8.79234)  0.47
H (9.36786, -36.48302, 8.43301)  0.27
H (7.99997, -37.54939, 7.75983)  -0.14
H (11.02058, -37.70345, 7.08570)  0.38
H (9.73277, -38.72402, 6.42963)  0.32
H (8.20029, -35.53249, 4.32869)  0.10
H (8.20706, -33.82569, 4.91714)  -0.15
H (9.01537, -34.75839, 2.14345)  0.45
H (7.30489, -34.23446, 2.51863)  -0.18
H (8.55930, -33.08623, 2.65926)  0.28
H (10.04630, -32.70971, 5.84050)  0.16
H (9.38983, -32.62711, 7.42896)  -0.05
H (12.39182, -32.99563, 6.82244)  0.37
H (11.69481, -31.57354, 7.35474)  0.41
H (11.68842, -32.97086, 8.43323)  0.30
C (7.80570, -38.36149, -7.93911)  -0.97
C (7.60015, -36.85706, -7.92270)  -0.34
O (6.56516, -36.50408, -7.00411)  -0.31
P (6.88724, -36.26236, -5.45862)  0.79
O (7.95539, -35.27507, -5.22971)  -0.75
O (5.47704, -35.85728, -4.82643)  -0.16
C (4.90640, -34.55522, -5.06114)  -0.26
C (5.41691, -33.60292, -3.98687)  -0.69
O (7.15253, -37.71954, -4.86590)  -0.15
C (7.34042, -37.72092, -3.44635)  -0.74
C (6.38461, -38.72675, -2.80391)  -0.59
H (8.50933, -38.66410, -8.71952)  0.41
H (8.26699, -38.71423, -7.01716)  0.23
H (6.86241, -38.87148, -8.12709)  0.26
H (8.52789, -36.31890, -7.71790)  0.32
H (7.24465, -36.53662, -8.90325)  0.28
H (5.23224, -34.20935, -6.04188)  0.41
H (3.82396, -34.53454, -4.95159)  0.20
H (6.50027, -33.55394, -3.88644)  0.45
H (5.02934, -32.59582, -4.13193)  0.27
H (5.05042, -33.94044, -3.01667)  -0.09
H (8.36927, -37.99289, -3.20249)  0.47
H (7.16566, -36.78875, -2.90762)  0.30
H (5.45109, -38.18755, -2.60935)  0.01
H (6.04858, -39.55401, -3.43234)  0.36
H (6.73440, -39.16744, -1.87042)  0.33
C (1.22387, -30.49326, 0.16086)  -0.92
C (2.21583, -29.69961, 0.96564)  0.63
O (1.45060, -28.97805, 1.95249)  -0.40
P (1.74893, -29.22676, 3.51267)  0.21
O (0.76741, -28.52885, 4.34916)  -0.84
O (3.30547, -28.84435, 3.70075)  0.14
C (3.52968, -27.46335, 4.04644)  -0.35
C (3.44782, -26.51919, 2.83478)  -1.08
O (1.82469, -30.81500, 3.61531)  0.17
C (1.79608, -31.44211, 4.92182)  -0.74
C (1.56230, -32.91063, 4.64293)  -0.51
H (1.67257, -31.21034, -0.52806)  -0.17
H (0.45493, -30.93627, 0.79249)  0.28
H (0.66752, -29.81248, -0.49165)  0.43
H (3.04182, -30.27150, 1.39897)  -0.37
H (2.77259, -29.01679, 0.31589)  0.48
H (2.84560, -27.15518, 4.83428)  0.45
H (4.56652, -27.37333, 4.37632)  0.20
H (3.50402, -25.50960, 3.24771)  0.42
H (4.24107, -26.67728, 2.10899)  0.20
H (2.45622, -26.60909, 2.38961)  0.33
H (2.76096, -31.24346, 5.39776)  0.27
H (1.01428, -31.00464, 5.54472)  0.54
H (2.17104, -33.27066, 3.81928)  -0.05
H (1.85802, -33.41956, 5.56588)  0.32
H (0.50223, -33.10209, 4.48506)  0.38
C (1.49205, -36.86229, 4.74794)  -1.40
C (2.94342, -36.50986, 4.71843)  0.64
O (3.38038, -35.69335, 5.83557)  -0.45
P (4.94810, -35.46182, 5.92930)  -0.56
O (5.65624, -34.82483, 4.81655)  0.81
O (5.09862, -34.75316, 7.35366)  -0.40
C (6.37457, -34.24435, 7.75013)  0.18
C (6.33028, -32.71954, 7.56175)  -1.02
O (5.47850, -36.94242, 6.28670)  0.12
C (4.85854, -37.78392, 7.25201)  -0.30
C (5.32886, -39.19917, 6.95734)  -1.04
H (1.28961, -37.55020, 3.92779)  0.36
H (1.23092, -37.34891, 5.69075)  0.36
H (0.86617, -35.97120, 4.67967)  0.24
H (3.52533, -37.43509, 4.65395)  0.34
H (3.21081, -35.93505, 3.82644)  -0.43
H (6.55032, -34.55461, 8.78138)  0.39
H (7.19011, -34.71287, 7.18878)  -0.12
H (7.02435, -32.19481, 8.22295)  0.39
H (6.52331, -32.42176, 6.53193)  -0.11
H (5.33437, -32.38230, 7.84676)  0.52
H (5.10811, -37.54201, 8.28752)  0.27
H (3.76990, -37.74306, 7.17067)  0.36
H (5.05577, -39.44942, 5.93144)  0.19
H (6.40466, -39.21596, 7.11884)  0.21
H (4.80845, -39.93163, 7.57459)  0.40
C (2.51983, -31.55651, -3.66089)  -0.64
C (1.06923, -31.57903, -4.10312)  -0.28
O (0.99158, -32.54559, -5.17535)  0.16
P (-0.18297, -32.40746, -6.25390)  0.43
O (-1.50745, -32.73345, -5.71463)  -0.73
O (0.04184, -30.93806, -6.82170)  -0.26
C (-0.93011, -30.39659, -7.71396)  -0.18
C (-0.67541, -28.95073, -8.02198)  -1.31
O (0.33269, -33.33380, -7.45772)  -0.26
C (-0.36919, -34.48835, -7.91560)  -0.17
C (-1.35356, -34.06522, -8.98330)  -1.08
H (3.11605, -31.03107, -4.40198)  0.38
H (2.58180, -30.97519, -2.73752)  0.29
H (2.79070, -32.57512, -3.39623)  -0.15
H (0.38240, -31.85260, -3.30073)  0.21
H (0.78158, -30.59720, -4.48629)  0.42
H (-1.16675, -30.93201, -8.64117)  0.25
H (-1.88727, -30.53043, -7.19097)  0.39
H (-1.44791, -28.46517, -8.61726)  0.39
H (-0.68444, -28.33786, -7.11455)  0.32
H (0.30261, -28.80486, -8.48242)  0.31
H (0.37399, -35.15849, -8.34853)  0.32
H (-0.90498, -34.96925, -7.09671)  0.30
H (-1.92541, -34.84865, -9.47642)  0.39
H (-2.07508, -33.43304, -8.45199)  0.26
H (-0.87452, -33.42274, -9.72304)  0.27
C (3.06830, -35.68291, -1.94080)  -0.30
C (2.22983, -36.49607, -0.97426)  -0.98
O (3.00761, -36.88576, 0.15108)  0.90
P (2.84938, -38.39586, 0.65456)  -0.13
O (1.47253, -38.67930, 1.09481)  -0.85
O (3.38801, -39.19770, -0.62962)  -0.12
C (3.08742, -40.56598, -0.86830)  -0.41
C (4.35538, -41.41509, -0.86103)  -0.98
O (3.97161, -38.48140, 1.78721)  -0.17
C (5.35483, -38.31356, 1.43902)  -0.06
C (5.79009, -36.93433, 1.89554)  -0.03
H (3.64109, -36.40928, -2.53560)  0.03
H (2.49663, -35.24232, -2.75957)  0.41
H (3.76957, -35.02051, -1.44176)  -0.04
H (1.43036, -35.85890, -0.56821)  0.30
H (1.61543, -37.22180, -1.51368)  0.43
H (2.44220, -41.00790, -0.10367)  0.38
H (2.56134, -40.67036, -1.81673)  0.33
H (4.54323, -41.88326, 0.10179)  0.29
H (4.17732, -42.22017, -1.58130)  0.40
H (5.20311, -40.86921, -1.27324)  0.13
H (5.98032, -39.09591, 1.87036)  0.52
H (5.55359, -38.42336, 0.36830)  -0.19
H (6.84136, -36.76954, 1.66046)  0.52
H (5.19673, -36.13004, 1.46023)  -0.21
H (5.60826, -36.90355, 2.97077)  -0.33
C (11.52727, -27.03616, 1.99878)  -1.22
C (10.36886, -27.43480, 2.91152)  -0.18
O (9.55505, -28.41048, 2.21535)  -0.32
P (8.00231, -28.18791, 2.00538)  0.97
O (7.46201, -29.07160, 0.94268)  -0.68
O (7.70804, -26.63675, 1.82389)  -0.17
C (8.09264, -25.91954, 0.63675)  -0.09
C (7.84143, -24.45062, 0.83783)  -1.30
O (7.36544, -28.44639, 3.42928)  -0.49
C (7.20452, -29.73743, 4.00667)  0.31
C (8.37056, -30.16829, 4.88102)  -0.93
H (12.05803, -27.83441, 1.47174)  0.33
H (11.13202, -26.52603, 1.11692)  0.21
H (12.27125, -26.47625, 2.56267)  0.40
H (10.70204, -27.92750, 3.82233)  0.40
H (9.81952, -26.52487, 3.14643)  0.32
H (9.12490, -26.11474, 0.34289)  0.22
H (7.44371, -26.33113, -0.14028)  0.29
H (6.79819, -24.20846, 1.04588)  0.31
H (8.35770, -24.00326, 1.69101)  0.31
H (8.17465, -23.91797, -0.05360)  0.39
H (6.32173, -29.55266, 4.62549)  0.25
H (6.92925, -30.45313, 3.23233)  -0.15
H (8.11941, -30.98206, 5.56186)  0.05
H (9.23005, -30.50435, 4.29701)  0.32
H (8.69460, -29.31532, 5.48020)  0.37
C (4.84214, -32.50605, 2.37244)  1.16
N (4.33151, -32.72627, 1.00967)  1.03
C (3.02647, -33.34600, 0.98258)  -0.48
C (4.92457, -32.20654, -0.08465)  -0.48
O (4.45493, -32.27353, -1.20751)  -0.41
H (4.95526, -33.50287, 2.80088)  -0.49
H (4.05463, -31.98813, 2.92693)  -0.45
H (5.73676, -31.90040, 2.46052)  -0.29
H (2.39244, -32.86857, 1.73770)  -0.27
H (2.53581, -33.34461, 0.01792)  0.40
H (3.11579, -34.34479, 1.42854)  -0.07
H (5.87117, -31.69284, 0.14597)  0.47



[2]
Below is a molecular structure, C20H26Cl4CoN5O4SSi in a non-equilibrium geometry, with properties calculated with ωB97M-V/def2-TZVPD.

Properties
LUMO energy (alpha / beta) ... 1.287 / 1.287 eV
Gap between HOMO and LUMO (alpha / beta) ... 4.66 / 4.65 eV
Energy relative to the best compared isomer or geometry (same formula, charge and spin) ... 32.3 kcal per mole
Maximum force ... 0.0322 hartree/bohr
HOMO level (alpha / beta) ... -3.377 / -3.363 eV
Total charge ... -1
2S+1 ... 2

Last column: natural (NBO) charge in e.
Element x y z (Å)
Co (1.94443, -0.89429, 0.25251)  1.34
N (1.98192, 0.86115, 1.94490)  -0.86
C (2.63307, 2.10868, 1.53657)  -0.17
C (1.80653, 3.39454, 1.81059)  -0.41
C (0.26179, 3.39170, 1.79769)  -0.41
C (-0.47240, 2.74260, 0.61991)  -0.24
N (0.11565, 3.05339, -0.67008)  -0.57
C (0.20660, 4.25117, -1.20487)  0.68
N (1.10583, 4.48084, -2.15654)  -0.78
N (-0.62288, 5.23745, -0.77157)  -0.79
C (3.09652, 1.95552, 0.05425)  0.77
O (3.51385, 2.99642, -0.51490)  -0.80
O (3.05106, 0.80987, -0.44410)  -0.77
H (1.29315, 1.01078, 2.67175)  0.36
H (2.66249, 0.19992, 2.30930)  0.42
H (3.56703, 2.25714, 2.09152)  0.20
H (2.16694, 4.15195, 1.11396)  0.23
H (2.08255, 3.73710, 2.81132)  0.20
H (-0.05569, 4.43619, 1.85656)  0.20
H (-0.10250, 2.90768, 2.70838)  0.21
H (-1.52584, 3.04658, 0.63674)  0.18
H (-0.44007, 1.66375, 0.71987)  0.27
H (0.44921, 2.24280, -1.20690)  0.47
H (2.01201, 3.95504, -2.00242)  0.48
H (1.17776, 5.41391, -2.52424)  0.39
H (-1.48472, 4.95524, -0.33604)  0.41
H (-0.64521, 6.10301, -1.27865)  0.40
Cl (2.32088, -6.60957, 3.84607)  -0.01
C (2.38510, -5.46767, 2.54333)  -0.13
C (2.50091, -5.90719, 1.23611)  -0.10
Cl (2.62703, -7.60213, 0.89711)  -0.01
C (2.50890, -4.97734, 0.18531)  -0.18
Cl (2.59368, -5.51868, -1.46015)  -0.02
C (2.44199, -3.60187, 0.41757)  0.35
O (2.37440, -2.70089, -0.50746)  -0.79
C (2.41101, -3.14686, 1.78189)  0.25
O (2.39980, -1.85902, 1.98237)  -0.82
C (2.32835, -4.09070, 2.80142)  -0.14
Cl (2.13503, -3.50690, 4.42814)  -0.03
C (-2.48193, -2.51077, -3.17037)  -1.11
Si (-2.97134, -0.90841, -2.30459)  1.64
C (-4.85569, -0.87786, -2.06501)  -1.11
C (-2.60728, 0.64097, -3.32914)  -1.11
C (-2.15340, -1.01750, -0.60772)  -0.55
C (-2.84984, -1.41125, 0.52646)  -0.15
C (-2.18632, -1.70206, 1.71666)  -0.32
C (-0.81275, -1.57068, 1.74668)  0.07
N (-0.11921, -1.15582, 0.69161)  -0.56
C (-0.74343, -0.91284, -0.47862)  0.08
S (0.33201, -0.45134, -1.74082)  -0.37
H (-2.83390, -2.57659, -4.20186)  0.22
H (-2.87349, -3.36598, -2.61585)  0.23
H (-1.39302, -2.58869, -3.17289)  0.27
H (-5.35450, -0.89755, -3.03671)  0.23
H (-5.18649, 0.02476, -1.54513)  0.22
H (-5.21808, -1.73660, -1.49532)  0.23
H (-3.16402, 0.61386, -4.26961)  0.22
H (-1.54532, 0.70714, -3.54961)  0.26
H (-2.90154, 1.54667, -2.79120)  0.22
H (-3.93208, -1.48961, 0.49430)  0.20
H (-2.72602, -2.05136, 2.58619)  0.21
H (-0.22853, -1.78981, 2.63533)  0.22